ORCA calculation (ωB97M-V/def2-TZVPD) on a molecular structure, C35H39Cl2N3O3PS2Tl.

Results
F_max ... 0.8 eV/A
Gap between HOMO and LUMO ... 5.01 eV
HOMO ... -0.62 eV
E ... -3977.728099 Eh
Total charge ... -2
LUMO level ... 4.40 eV

Atoms and positions in Å:
Tl  0.8160  1.1230  0.9782
O  -3.7782  4.0002  1.1548
C  -3.4485  2.8025  1.1391
O  -2.3949  2.2781  1.5896
C  -4.4216  1.8148  0.4772
C  -5.7473  2.2191  0.3250
C  -6.7136  1.3569  -0.1661
C  -6.3466  0.0633  -0.5222
C  -5.0244  -0.3312  -0.3958
C  -4.0420  0.5328  0.0952
P  -2.2616  -0.0357  0.2184
C  -2.4198  -1.0780  1.7288
C  -1.5550  -2.1477  1.9670
C  -1.6478  -2.8803  3.1434
C  -2.5758  -2.5370  4.1159
C  -3.3995  -1.4377  3.9118
C  -3.3206  -0.7149  2.7310
C  -2.2893  -1.2596  -1.1640
C  -2.4994  -2.6333  -1.1120
C  -2.5096  -3.3960  -2.2731
C  -2.3277  -2.7932  -3.5096
C  -2.1112  -1.4229  -3.5757
C  -2.0757  -0.6693  -2.4126
H  -5.9796  3.2347  0.6156
H  -7.7425  1.6844  -0.2685
H  -7.0826  -0.6367  -0.9017
H  -4.7543  -1.3364  -0.6979
H  -0.7709  -2.3663  1.2505
H  -0.9727  -3.7109  3.3077
H  -2.6398  -3.1066  5.0356
H  -4.1044  -1.1342  4.6770
H  -3.9584  0.1477  2.5870
H  -2.6581  -3.1203  -0.1575
H  -2.6647  -4.4668  -2.2093
H  -2.3345  -3.3903  -4.4138
H  -1.9417  -0.9429  -4.5317
H  -1.8725  0.3959  -2.4618
C  2.1945  4.9399  -1.5323
N  1.0852  4.9816  -0.6149
C  1.2085  5.6715  0.6576
C  -0.0208  5.1879  1.4479
N  -0.5627  4.1644  0.5834
C  0.0931  4.0454  -0.5749
S  -0.1917  2.8663  -1.7313
H  2.2802  5.8758  -2.0932
H  2.0418  4.1142  -2.2244
H  3.1287  4.7635  -0.9904
H  1.2145  6.7559  0.5159
H  2.1477  5.3906  1.1480
H  -0.7508  5.9816  1.6191
H  0.2574  4.7681  2.4155
H  -1.2755  3.4962  0.9032
C  2.0332  -3.5031  2.6088
C  2.9402  -3.8739  1.4368
C  2.3289  -3.5199  0.0879
S  2.4352  -1.6083  -0.0955
O  0.9593  -1.3323  0.2685
C  2.5194  -1.6652  -1.9126
C  1.3547  -2.3599  -2.5995
C  1.4823  -2.2413  -4.1160
H  2.5722  -3.5184  3.5584
H  1.1963  -4.2030  2.6827
H  1.6134  -2.5043  2.4775
H  3.1804  -4.9431  1.4875
H  3.8900  -3.3369  1.5371
H  1.2922  -3.8535  0.0100
H  2.9125  -3.9631  -0.7241
H  3.4795  -2.1350  -2.1477
H  2.5686  -0.6133  -2.1951
H  0.4251  -1.8959  -2.2653
H  1.2978  -3.4120  -2.3194
H  1.5498  -1.1935  -4.4168
H  0.6192  -2.6801  -4.6198
H  2.3821  -2.7470  -4.4794
Cl  3.5264  -0.1906  2.6308
C  4.5552  0.5352  1.3908
C  5.8587  0.8028  1.7528
C  6.7235  1.4636  0.8850
C  6.2194  1.8449  -0.3610
C  4.9196  1.5636  -0.7091
Cl  4.3911  2.0472  -2.3149
C  3.9467  0.8604  0.1159
N  2.7515  0.5357  -0.2844
H  6.1964  0.5031  2.7384
H  7.7493  1.6676  1.1622
H  6.8507  2.3612  -1.0753